#w
C5H11O2 | ωB97M-V/def2-TZVPD

Each line ends with the natural charge from an NBO analysis.
Cartesian coordinates (Å):
C: 0.395 1.794 -1.338  -0.51
C: -0.711 0.861 -1.761  -0.59
C: 0.779 1.693 0.147  0.75
O: 1.745 0.963 0.448  -0.79
O: 0.063 2.369 0.932  -0.80
H: 1.318 1.508 -1.870  0.19
H: 0.261 2.842 -1.612  0.19
H: -0.430 -0.185 -1.663  0.19
H: -0.918 0.940 -2.825  0.18
H: -1.629 1.115 -1.227  0.20
C: -0.576 -1.869 0.786  -0.60
C: 0.409 -1.626 1.912  -0.62
H: -0.448 -1.240 -0.088  0.22
H: -0.640 -2.930 0.515  0.18
H: -1.619 -1.655 1.052  0.19
H: 1.424 -1.515 1.534  0.23
H: 0.213 -0.663 2.391  0.23
H: 0.364 -2.401 2.667  0.17

Summary:
2S+1: 1
E_LUMO: 4.05 eV
net charge: -1
frontier orbital gap: 7.9 eV



#x
C5H11O2 | ωB97M-V/def2-TZVPD

Each line ends with the natural charge from an NBO analysis.
Cartesian coordinates (Å):
C: 0.933 -0.435 0.789  -0.01
O: 2.263 -0.534 0.597  -0.94
C: 0.029 -1.284 -0.169  -0.44
C: -1.460 -0.908 -0.041  -0.46
C: -1.714 0.576 -0.010  -0.13
C: -2.800 1.149 0.490  -0.45
H: 0.670 -0.814 1.818  0.08
H: 0.523 0.604 0.840  0.09
H: 0.136 -2.333 0.118  0.19
H: 0.448 -1.153 -1.173  0.19
H: -2.183 -1.352 -0.727  0.21
H: -1.696 -1.326 0.952  0.19
H: -1.114 1.094 -0.761  0.19
H: -3.428 0.670 1.234  0.18
H: -3.090 2.164 0.239  0.18
H: 1.287 1.325 -1.195  0.44
H: 2.450 0.569 -0.769  0.51
O: 2.199 1.229 -1.494  -1.01

Summary:
2S+1: 1
E_LUMO: 3.73 eV
net charge: -1
frontier orbital gap: 6.8 eV



#y
C5H11O2 | ωB97M-V/def2-TZVPD

Each line ends with the natural charge from an NBO analysis.
Cartesian coordinates (Å):
C: 2.209 -2.374 0.580  -0.77
C: 1.129 -1.158 0.639  0.80
O: -0.063 -1.498 0.542  -0.79
O: 1.724 -0.070 0.730  -0.79
H: 2.315 -2.846 1.564  0.19
H: 3.136 -1.889 0.304  0.20
H: 1.901 -3.161 -0.109  0.18
C: -1.303 1.473 -0.263  -0.42
C: -2.338 0.565 -0.926  -0.63
C: -1.071 2.785 -1.012  -0.60
H: -1.496 1.671 0.794  0.19
H: -0.403 0.859 -0.355  0.26
H: -3.311 0.630 -0.404  0.18
H: -0.595 2.525 -1.962  0.20
H: -1.981 3.399 -1.116  0.18
H: -2.147 -0.481 -0.634  0.25
H: -2.527 0.572 -1.999  0.19
H: -0.351 3.350 -0.431  0.20

Summary:
2S+1: 1
E_LUMO: 4.05 eV
net charge: -1
frontier orbital gap: 7.8 eV



Most stable = #w



#w
C5H11O2 | ωB97M-V/def2-TZVPD

Each line ends with the natural charge from an NBO analysis.
Cartesian coordinates (Å):
C: -3.623 -0.836 1.196  -0.73
C: -2.676 0.302 0.840  0.75
O: -1.580 -0.065 0.319  -0.82
O: -3.027 1.485 1.074  -0.78
H: -3.107 -1.582 1.800  0.20
H: -3.939 -1.338 0.279  0.20
H: -4.521 -0.488 1.708  0.19
C: 1.605 0.157 -0.239  -0.41
C: 2.499 -0.977 -0.734  -0.60
C: 1.907 1.491 -0.892  -0.60
H: 0.562 -0.121 -0.400  0.27
H: 1.732 0.269 0.842  0.19
H: 2.307 -1.877 -0.149  0.20
H: 3.548 -0.693 -0.587  0.18
H: 2.921 1.826 -0.644  0.17
H: 1.886 1.394 -1.985  0.18
H: 2.326 -1.210 -1.786  0.19
H: 1.182 2.264 -0.641  0.22

Summary:
2S+1: 1
E_LUMO: 3.81 eV
net charge: -1
frontier orbital gap: 7.6 eV



#x
C5H11O2 | ωB97M-V/def2-TZVPD

Each line ends with the natural charge from an NBO analysis.
Cartesian coordinates (Å):
C: 2.113 -1.758 -0.770  -0.60
C: 2.089 -0.371 -1.417  -0.63
H: 3.012 -1.942 -0.178  0.18
H: 1.280 -1.844 -0.064  0.21
H: 2.049 -2.535 -1.541  0.18
H: 1.821 0.392 -0.682  0.24
H: 3.016 -0.141 -1.947  0.18
H: 1.195 -0.309 -2.047  0.24
C: -2.168 0.486 0.628  -0.52
C: -1.352 0.601 1.944  -0.60
C: -1.642 1.540 -0.365  0.76
O: -0.577 1.207 -0.939  -0.82
O: -2.298 2.597 -0.467  -0.79
H: -1.965 -0.475 0.180  0.19
H: -3.206 0.680 0.839  0.19
H: -1.966 0.588 2.836  0.18
H: -0.753 1.508 1.948  0.21
H: -0.649 -0.224 2.042  0.19

Summary:
2S+1: 1
E_LUMO: 3.90 eV
net charge: -1
frontier orbital gap: 7.8 eV



Most stable = #w



#w
C4H10O3 | ωB97M-V/def2-TZVPD

Each line ends with the natural charge from an NBO analysis.
Cartesian coordinates (Å):
C: -0.059 2.302 1.540  -0.36
C: 0.560 2.390 0.374  -0.26
C: 1.131 1.153 -0.332  0.26
C: 1.335 1.045 -1.656  -0.45
O: 1.457 -0.031 0.424  -0.75
H: 0.055 1.328 1.998  0.20
H: -1.023 2.820 1.880  0.22
H: 0.156 3.189 -0.270  0.22
H: 1.427 0.024 -2.047  0.22
H: 1.271 1.852 -2.475  0.22
H: 2.449 -0.128 0.471  0.50
O: 0.630 -2.497 -1.071  -0.96
H: 0.481 -1.733 -0.472  0.49
H: -0.106 -2.774 -1.489  0.46
O: -3.562 -2.941 0.797  -0.95
H: -2.627 -2.953 0.506  0.47
H: -3.575 -3.046 1.823  0.48

Summary:
SMILES: C=CC(=C)O.O.O
2S+1: 1
E_LUMO: 0.49 eV
frontier orbital gap: 9.7 eV



#x
C4H10O3 | ωB97M-V/def2-TZVPD

Each line ends with the natural charge from an NBO analysis.
Cartesian coordinates (Å):
O: 1.049 -1.198 2.656  -0.51
C: 0.049 -1.151 1.981  0.44
C: -0.192 -0.199 0.843  -0.53
C: -1.479 -0.182 0.056  -0.43
C: -1.326 0.730 -1.181  -0.06
O: -0.637 2.026 -1.044  -0.73
H: -0.828 -1.654 2.447  0.11
H: -0.127 0.868 1.179  0.23
H: 0.750 -0.275 0.275  0.23
H: -1.691 -1.191 -0.355  0.23
H: -2.253 0.382 0.639  0.21
H: -2.239 0.739 -1.780  0.18
H: -0.607 0.249 -1.815  0.16
H: -0.529 2.309 -0.133  0.46
O: 3.581 -0.663 -1.544  -0.93
H: 3.742 -0.594 -0.589  0.47
H: 2.738 -0.194 -1.637  0.46

Summary:
SMILES: O=CCCCO.O
2S+1: 1
E_LUMO: 0.43 eV
frontier orbital gap: 10.6 eV



Most stable = #x



#w
C4H10O3 | ωB97M-V/def2-TZVPD

Each line ends with the natural charge from an NBO analysis.
Cartesian coordinates (Å):
C: 0.360 -0.487 1.637  -0.63
C: 0.024 0.022 0.244  0.11
O: 0.024 -1.123 -0.663  -0.76
C: -1.298 0.848 0.275  -0.54
C: -1.595 1.295 -1.136  0.44
O: -2.670 1.241 -1.642  -0.50
H: -0.307 -1.274 1.965  0.22
H: 0.288 0.379 2.304  0.21
H: 1.400 -0.802 1.698  0.23
H: 0.772 0.657 -0.229  0.17
H: -0.845 -1.230 -1.067  0.48
H: -2.070 0.305 0.810  0.23
H: -0.949 1.701 0.862  0.24
H: -0.702 1.650 -1.674  0.11
O: 2.877 -1.245 -1.135  -0.94
H: 2.664 -0.348 -1.392  0.46
H: 2.028 -1.589 -0.857  0.48

Summary:
SMILES: C[C@@H](O)CC=O.O
2S+1: 1
E_LUMO: 0.63 eV
frontier orbital gap: 11.0 eV



#x
C4H10O3 | ωB97M-V/def2-TZVPD

Each line ends with the natural charge from an NBO analysis.
Cartesian coordinates (Å):
O: -3.446 1.674 -0.953  -0.52
C: -2.867 1.624 0.103  0.45
C: -1.399 1.294 0.191  -0.53
C: -0.993 -0.105 -0.290  -0.43
C: 0.424 -0.410 0.174  -0.06
O: 0.431 -1.808 0.506  -0.73
H: -3.420 1.861 1.039  0.11
H: -0.932 1.666 1.096  0.22
H: -1.039 1.917 -0.627  0.24
H: -1.676 -0.888 0.043  0.22
H: -1.015 -0.431 -1.360  0.24
H: 1.166 -0.434 -0.610  0.19
H: 0.769 0.220 1.009  0.16
H: 0.054 -1.967 1.383  0.46
O: 4.575 -1.057 -0.753  -0.94
H: 4.135 -1.905 -0.878  0.47
H: 5.232 -1.250 -0.073  0.47

Summary:
SMILES: O=CCCCO.O
2S+1: 1
E_LUMO: 0.69 eV
frontier orbital gap: 10.5 eV



#y
C4H10O3 | ωB97M-V/def2-TZVPD

Each line ends with the natural charge from an NBO analysis.
Cartesian coordinates (Å):
C: 0.771 -1.481 0.071  -0.68
C: 1.239 1.240 0.121  -0.25
C: 0.149 -0.485 -0.989  0.10
C: -1.723 0.263 0.135  0.34
O: -2.733 -0.550 -0.052  -0.69
O: -1.760 1.604 -0.314  -0.72
O: 0.788 0.721 -1.093  -0.53
H: 0.997 -2.282 -0.591  0.22
H: 0.023 -1.750 0.789  0.22
H: 1.660 -1.147 0.496  0.21
H: 2.253 1.063 0.213  0.17
H: 0.748 0.798 0.981  0.17
H: 0.981 2.299 0.177  0.20
H: -0.190 -0.761 -2.018  0.19
H: -1.298 0.144 1.134  0.12
H: -3.057 -0.368 -0.878  0.47
H: -2.505 1.889 0.287  0.46

Summary:
2S+1: 1
E_LUMO: 0.75 eV
frontier orbital gap: 7.6 eV



#z
C4H10O3 | ωB97M-V/def2-TZVPD

Each line ends with the natural charge from an NBO analysis.
Cartesian coordinates (Å):
C: -1.440 -2.266 -0.756  -0.25
O: -0.809 -1.455 0.213  -0.54
C: -0.065 -0.369 -0.310  -0.08
C: 0.089 0.645 0.794  -0.04
O: 1.096 0.293 1.739  -0.72
C: 0.496 1.917 0.095  0.08
O: 1.449 2.637 0.735  -0.69
H: -2.048 -3.025 -0.249  0.20
H: -0.673 -2.763 -1.353  0.17
H: -2.093 -1.682 -1.427  0.17
H: 1.172 0.032 -0.974  0.13
H: -0.603 0.036 -1.168  0.17
H: -0.876 0.738 1.311  0.21
H: 1.509 -0.518 1.412  0.49
H: -0.346 2.558 -0.218  0.20
H: 1.222 1.258 -1.106  0.02
H: 1.922 1.964 1.262  0.49

Summary:
2S+1: 1
E_LUMO: 0.87 eV
frontier orbital gap: 9.4 eV



Most stable = #w



#w
C4H10O3 | ωB97M-V/def2-TZVPD

Each line ends with the natural charge from an NBO analysis.
Cartesian coordinates (Å):
C: 2.084 -1.236 -0.230  -0.11
C: 0.978 -0.405 -0.911  -0.09
O: 0.000 0.000 0.000  -0.53
C: 0.561 0.607 1.174  -0.10
C: 1.559 -0.345 1.831  -0.10
O: 2.603 -0.537 0.909  -0.52
H: 2.963 -1.317 -0.898  0.20
H: 1.624 -2.241 -0.156  0.17
H: 0.388 -0.952 -1.670  0.20
H: 1.488 0.435 -1.422  0.16
H: 1.107 1.525 0.886  0.17
H: -0.131 0.870 1.996  0.19
H: 1.951 0.221 2.698  0.19
H: 1.046 -1.245 2.221  0.18
O: 4.595 3.218 -0.679  -0.94
H: 4.266 2.542 -0.044  0.47
H: 5.575 3.180 -0.596  0.47

Summary:
SMILES: C1COCCO1.O
2S+1: 1
E_LUMO: 0.77 eV
frontier orbital gap: 10.1 eV



#x
C4H10O3 | ωB97M-V/def2-TZVPD

Each line ends with the natural charge from an NBO analysis.
Cartesian coordinates (Å):
C: 0.266 -0.506 2.205  -0.63
C: 0.154 0.151 0.842  0.11
O: -0.439 -0.713 -0.108  -0.74
C: 1.522 0.604 0.302  -0.54
C: 1.641 0.294 -1.170  0.46
O: 1.711 1.155 -2.005  -0.53
H: 1.108 -1.214 2.235  0.21
H: 0.445 0.230 2.981  0.21
H: -0.622 -1.053 2.519  0.22
H: -0.461 1.046 0.954  0.16
H: -1.400 -0.720 0.034  0.50
H: 2.384 0.212 0.837  0.22
H: 1.543 1.697 0.310  0.23
H: 1.671 -0.764 -1.478  0.12
O: -3.502 -0.631 -0.284  -0.95
H: -3.723 0.300 -0.174  0.48
H: -3.992 -0.948 -1.046  0.48

Summary:
SMILES: C[C@H](O)CC=O.O
2S+1: 1
E_LUMO: 0.46 eV
frontier orbital gap: 9.9 eV



Most stable = #x



#w
C4H10O3 | ωB97M-V/def2-TZVPD

Each line ends with the natural charge from an NBO analysis.
Cartesian coordinates (Å):
C: -2.762 -0.368 0.121  -0.25
O: -1.500 -0.049 0.667  -0.54
C: -0.406 -0.447 -0.121  -0.09
C: 0.735 0.515 0.075  0.04
O: 1.350 0.396 1.356  -0.73
C: 1.741 0.093 -1.000  -0.07
O: 3.058 0.310 -0.603  -0.71
H: -3.536 0.115 0.726  0.20
H: -2.916 -1.451 0.146  0.17
H: -2.876 -0.014 -0.918  0.17
H: 0.106 -1.467 -0.022  0.17
H: -0.697 -0.465 -1.177  0.18
H: 0.371 1.544 -0.019  0.18
H: 0.963 -0.356 1.820  0.48
H: 1.549 0.651 -1.928  0.18
H: 1.541 -1.029 -1.159  0.13
H: 3.025 0.193 0.362  0.48

Summary:
SMILES: COC[C@@H](O)CO
2S+1: 1
E_LUMO: 0.80 eV
frontier orbital gap: 10.6 eV



#x
C4H10O3 | ωB97M-V/def2-TZVPD

Each line ends with the natural charge from an NBO analysis.
Cartesian coordinates (Å):
C: -1.092 1.272 0.287  -0.26
O: 0.108 0.847 -0.409  -0.41
C: -0.037 0.387 -1.935  -0.59
C: 0.989 -0.160 0.198  0.37
O: 1.137 0.133 1.545  -0.72
C: 0.485 -1.592 0.092  -0.12
O: -0.764 -1.763 0.727  -0.71
H: -0.831 1.791 1.214  0.19
H: -1.731 0.411 0.484  0.22
H: -1.583 1.964 -0.399  0.22
H: -1.061 -0.024 -1.874  0.12
H: -0.121 1.379 -2.402  0.13
H: 1.898 -0.032 -0.397  0.20
H: 1.603 0.974 1.626  0.48
H: 1.258 -2.227 0.553  0.17
H: 0.377 -1.860 -0.958  0.24
H: -0.635 -1.501 1.648  0.47

Summary:
2S+1: 1
E_LUMO: 0.39 eV
frontier orbital gap: 7.6 eV



Most stable = #w



#w
C4H6ClOP | ωB97M-V/def2-TZVPD

Each line ends with the natural charge from an NBO analysis.
Cartesian coordinates (Å):
C: 1.761 1.411 -0.936  -0.24
C: 1.030 0.485 -0.762  -0.02
C: 0.076 -0.584 -0.721  -0.50
C: -1.024 -0.293 0.307  -0.69
P: -0.204 -0.451 2.036  1.62
O: 0.405 -1.763 2.179  -1.08
Cl: -1.599 -0.246 3.527  -0.28
H: 2.612 2.029 -0.900  0.24
H: -0.299 -0.963 -1.739  0.25
H: 0.682 -1.275 -0.223  0.26
H: -1.584 0.653 0.268  0.24
H: -1.732 -1.058 0.108  0.25
H: 0.787 0.623 2.226  -0.04

Summary:
SMILES: C#CCC[P@H](=O)Cl
2S+1: 1
E_LUMO: 0.77 eV
frontier orbital gap: 11.1 eV



#x
C4H6ClOP | ωB97M-V/def2-TZVPD

Each line ends with the natural charge from an NBO analysis.
Cartesian coordinates (Å):
C: 0.371 -2.401 0.208  -0.29
C: 0.236 -1.278 -0.480  -0.62
P: -0.749 0.052 0.207  1.87
O: -0.792 0.037 1.613  -1.08
Cl: -2.600 -0.116 -0.537  -0.28
C: -0.025 1.553 -0.629  -0.58
C: 0.575 2.265 0.310  -0.33
H: 0.872 -3.319 0.071  0.21
H: -0.306 -2.586 1.077  0.21
H: 0.710 -1.066 -1.476  0.23
H: -0.107 1.873 -1.681  0.24
H: 1.060 3.156 -0.002  0.20
H: 0.756 1.830 1.318  0.23

Summary:
SMILES: C=CP(=O)(Cl)C=C
2S+1: 1
E_LUMO: 0.61 eV
frontier orbital gap: 11.2 eV



Most stable = #x



#w
C10H13O2 | ωB97M-V/def2-TZVPD

Each line ends with the natural charge from an NBO analysis.
Cartesian coordinates (Å):
C: -2.847 1.111 -0.615  -0.54
C: -3.454 -0.142 -1.292  -0.61
C: -1.663 1.643 -1.360  0.74
O: -1.213 1.077 -2.383  -0.36
O: -1.009 2.646 -1.029  -0.39
H: -3.637 1.842 -0.477  0.25
H: -2.527 0.806 0.371  0.24
H: -2.674 -0.767 -1.710  0.23
H: -4.246 0.055 -2.011  0.22
H: -3.849 -0.762 -0.490  0.22
C: 2.222 1.051 -0.147  -0.64
C: 1.299 -2.410 2.149  -0.23
C: 2.486 -2.340 1.433  -0.19
C: 0.340 -1.429 1.934  -0.20
C: 2.733 -1.298 0.555  -0.23
C: 0.591 -0.337 1.126  -0.23
C: 1.815 -0.263 0.454  0.01
H: 1.150 -3.180 2.898  0.21
H: 3.158 -3.191 1.497  0.21
H: -0.650 -1.597 2.346  0.21
H: 3.698 -1.240 0.071  0.21
H: -0.203 0.349 0.868  0.20
H: 2.681 1.704 0.600  0.22
H: 1.385 1.609 -0.579  0.23
H: 2.895 1.008 -0.999  0.22

Summary:
2S+1: 2
E_LUMO (alpha / beta): 0.81 / -2.94 eV
frontier orbital gap (alpha / beta): 9.8 / 6.0 eV



#x
C10H13O2 | ωB97M-V/def2-TZVPD

Each line ends with the natural charge from an NBO analysis.
Cartesian coordinates (Å):
C: 0.016 0.816 0.489  -0.65
C: 3.079 -1.417 0.671  -0.18
C: 3.798 -0.776 1.679  -0.24
C: 1.804 -0.957 0.224  -0.23
C: 1.377 0.263 0.699  -0.02
C: 3.409 0.498 2.006  -0.21
C: 2.269 1.054 1.423  -0.20
H: 3.354 -2.406 0.316  0.20
H: 4.637 -1.324 2.068  0.22
H: 1.334 -1.634 -0.461  0.21
H: 4.012 1.240 2.543  0.21
H: -0.822 0.141 0.605  0.22
H: -0.096 1.209 -0.543  0.23
H: 2.081 2.086 1.713  0.21
H: -0.251 1.753 0.996  0.23
C: -3.593 -0.101 -1.178  -0.34
C: -2.832 -1.088 -2.073  -0.63
C: -2.677 1.288 -0.988  0.75
O: -2.212 1.747 -1.998  -0.55
O: -2.667 1.638 0.210  -0.37
H: -4.560 0.310 -1.463  0.24
H: -3.616 -0.480 -0.172  0.22
H: -2.532 -0.508 -2.951  0.24
H: -3.422 -1.969 -2.194  0.23
H: -1.892 -1.383 -1.622  0.22

Summary:
2S+1: 2
E_LUMO (alpha / beta): 0.77 / -3.31 eV
frontier orbital gap (alpha / beta): 9.6 / 5.6 eV



Most stable = #w